{
  "formula": "C32H78N2O8",
  "method": "ωB97M-V/def2-TZVPD",
  "orbital_gap_ev": 8.59,
  "homo_ev": -8.2488,
  "smiles": "CC1(C)CCCC(C)(C)N1O.CC1(C)CCCC(C)(C)N1O.CC(C)O.CC(C)O.CC(C)O.CC(C)O.CO.CO",
  "elements": ["C", "C", "C", "C", "C", "C", "C", "C", "C", "N", "O", "H", "H", "H", "H", "H", "H", "H", "H", "H", "H", "H", "H", "H", "H", "H", "H", "H", "H", "H", "C", "C", "C", "C", "C", "C", "C", "C", "C", "N", "O", "H", "H", "H", "H", "H", "H", "H", "H", "H", "H", "H", "H", "H", "H", "H", "H", "H", "H", "H", "C", "C", "C", "O", "H", "H", "H", "H", "H", "H", "H", "H", "C", "C", "C", "O", "H", "H", "H", "H", "H", "H", "H", "H", "C", "C", "C", "O", "H", "H", "H", "H", "H", "H", "H", "H", "C", "C", "C", "O", "H", "H", "H", "H", "H", "H", "H", "H", "C", "O", "H", "H", "H", "H", "C", "O", "H", "H", "H", "H"],
  "positions_angstrom": [[-8.096, 10.751, 14.483], [-9.526, 10.910, 13.887], [-10.256, 11.976, 14.673], [-9.499, 11.336, 12.387], [-9.099, 10.216, 11.440], [-10.135, 9.075, 11.620], [-10.120, 8.618, 13.043], [-11.287, 7.632, 13.208], [-8.785, 7.800, 13.307], [-10.422, 9.759, 13.915], [-10.363, 9.237, 15.184], [-8.079, 10.278, 15.465], [-7.439, 10.155, 13.853], [-7.859, 11.796, 14.552], [-9.779, 12.923, 14.437], [-11.256, 12.062, 14.264], [-10.268, 11.699, 15.724], [-10.545, 11.585, 12.188], [-8.908, 12.257, 12.322], [-9.121, 10.596, 10.406], [-8.066, 9.884, 11.601], [-10.030, 8.192, 10.992], [-11.132, 9.502, 11.466], [-11.279, 7.234, 14.214], [-11.159, 6.851, 12.469], [-12.235, 8.157, 13.143], [-8.843, 6.862, 12.748], [-8.758, 7.523, 14.357], [-7.887, 8.360, 13.081], [-11.216, 9.195, 15.640], [-15.980, 4.333, 9.915], [-15.972, 5.391, 11.009], [-15.833, 4.685, 12.359], [-14.844, 6.485, 10.843], [-15.005, 7.410, 9.682], [-16.259, 8.173, 9.885], [-17.492, 7.213, 10.048], [-18.661, 8.062, 10.558], [-17.967, 6.592, 8.699], [-17.152, 6.264, 11.175], [-18.284, 5.420, 11.282], [-16.912, 3.792, 9.989], [-15.902, 4.753, 8.915], [-15.061, 3.758, 10.029], [-14.848, 4.214, 12.395], [-15.803, 5.479, 13.107], [-16.647, 3.978, 12.431], [-14.811, 7.064, 11.772], [-13.891, 5.949, 10.795], [-14.145, 8.080, 9.609], [-14.957, 6.875, 8.719], [-16.549, 8.770, 9.013], [-16.120, 8.813, 10.756], [-18.862, 8.985, 10.004], [-18.293, 8.415, 11.521], [-19.549, 7.450, 10.622], [-17.146, 6.161, 8.126], [-18.409, 7.438, 8.167], [-18.722, 5.828, 8.855], [-18.718, 5.586, 12.116], [-17.647, 5.269, 15.749], [-18.040, 6.345, 16.721], [-17.038, 6.358, 17.901], [-18.009, 7.682, 16.141], [-16.643, 5.426, 15.384], [-18.345, 5.144, 14.926], [-17.772, 4.367, 16.338], [-19.046, 6.202, 17.131], [-17.296, 7.125, 18.623], [-16.096, 6.483, 17.383], [-17.032, 5.467, 18.520], [-18.513, 7.719, 15.310], [-17.381, 14.338, 14.483], [-17.806, 14.876, 15.797], [-16.706, 15.789, 16.414], [-19.013, 15.522, 15.611], [-16.527, 13.695, 14.626], [-17.227, 15.162, 13.798], [-18.201, 13.741, 14.072], [-17.973, 14.042, 16.469], [-16.860, 16.165, 17.431], [-16.566, 16.658, 15.774], [-15.874, 15.096, 16.395], [-19.289, 15.930, 16.443], [-12.277, 12.704, 17.580], [-13.400, 12.612, 18.587], [-14.731, 13.100, 17.965], [-13.467, 11.306, 19.126], [-11.260, 12.528, 17.972], [-12.310, 13.733, 17.232], [-12.488, 11.964, 16.800], [-13.125, 13.173, 19.470], [-15.536, 12.606, 18.507], [-14.748, 12.915, 16.896], [-14.767, 14.175, 18.141], [-13.630, 10.766, 18.337], [-14.619, 10.647, 14.684], [-15.852, 9.814, 14.860], [-16.480, 9.436, 13.545], [-15.409, 8.723, 15.607], [-14.241, 10.980, 15.654], [-14.864, 11.569, 14.150], [-13.797, 10.100, 14.212], [-16.517, 10.415, 15.475], [-15.769, 8.925, 12.905], [-16.757, 10.303, 12.954], [-17.283, 8.710, 13.669], [-16.199, 8.265, 15.976], [-12.780, 8.036, 17.592], [-12.984, 9.143, 16.761], [-13.734, 7.699, 18.021], [-12.316, 7.192, 17.061], [-12.146, 8.355, 18.421], [-13.757, 8.886, 16.216], [-21.084, 6.921, 14.501], [-19.947, 7.735, 14.050], [-20.754, 6.395, 15.388], [-21.886, 7.615, 14.747], [-21.326, 6.207, 13.715], [-20.161, 8.294, 13.304]]
}

=====

{
  "formula": "C33H41N4OS4SbTeZr",
  "method": "ωB97M-V/def2-TZVPD",
  "orbital_gap_ev": 5.88,
  "homo_ev": -6.3536,
  "elements": ["Zr", "C", "C", "C", "C", "C", "C", "C", "C", "C", "C", "C", "C", "H", "H", "H", "H", "H", "H", "H", "H", "H", "H", "H", "H", "H", "H", "H", "H", "H", "H", "S", "Sb", "S", "S", "S", "N", "C", "C", "N", "C", "C", "N", "C", "C", "N", "H", "H", "H", "H", "H", "H", "C", "C", "C", "O", "H", "H", "H", "H", "H", "H", "H", "Te", "C", "C", "C", "C", "C", "C", "C", "C", "C", "C", "C", "C", "H", "H", "H", "H", "H", "H", "H", "H", "H", "H"],
  "positions_angstrom": [[-0.698, -0.898, -0.924], [-2.119, 3.840, -1.570], [-2.664, 2.464, -1.250], [-3.124, 2.119, 0.025], [-2.994, 3.054, 1.210], [-3.780, 0.892, 0.224], [-4.466, 0.606, 1.538], [-3.947, -0.010, -0.834], [-4.817, -1.228, -0.649], [-3.455, 0.323, -2.110], [-3.849, -0.456, -3.340], [-2.810, 1.554, -2.307], [-2.439, 1.940, -3.719], [-1.173, 3.784, -2.111], [-1.945, 4.449, -0.691], [-2.824, 4.383, -2.204], [-3.970, 3.409, 1.545], [-2.391, 3.930, 0.999], [-2.530, 2.540, 2.055], [-4.263, -0.401, 1.892], [-5.550, 0.692, 1.415], [-4.169, 1.289, 2.328], [-5.853, -0.987, -0.911], [-4.814, -1.581, 0.378], [-4.490, -2.058, -1.268], [-2.996, -0.661, -3.984], [-4.570, 0.135, -3.915], [-4.306, -1.409, -3.105], [-3.339, 2.074, -4.325], [-1.848, 1.159, -4.200], [-1.873, 2.864, -3.770], [-0.283, -5.961, -0.847], [-0.483, -4.673, -2.667], [1.526, -2.150, -0.918], [-1.933, -2.746, -1.906], [1.655, -3.295, -2.659], [1.905, 2.479, -1.639], [1.478, 3.065, -0.464], [0.412, 2.338, -0.055], [0.165, 1.334, -0.963], [1.092, 1.443, -1.896], [1.078, 0.516, -3.018], [0.073, -0.340, -3.122], [0.322, -1.066, -4.260], [1.465, -0.628, -4.848], [1.942, 0.373, -4.028], [2.714, 2.752, -2.171], [1.975, 3.916, -0.036], [-0.196, 2.458, 0.824], [-0.354, -1.836, -4.588], [1.990, -0.960, -5.723], [2.847, 0.805, -4.106], [-0.971, -3.234, 1.517], [-0.809, -1.819, 2.042], [-1.901, -1.553, 3.063], [-0.832, -0.814, 0.997], [-1.043, -3.920, 2.364], [-0.139, -3.564, 0.897], [-1.885, -3.330, 0.929], [0.165, -1.758, 2.534], [-2.871, -1.872, 2.676], [-1.956, -0.494, 3.326], [-1.693, -2.123, 3.969], [2.305, -0.164, 1.376], [4.281, -0.438, 0.726], [4.807, -1.725, 0.643], [6.091, -1.921, 0.153], [6.852, -0.837, -0.266], [6.327, 0.446, -0.197], [5.043, 0.644, 0.299], [2.772, -0.236, 3.432], [2.823, 0.924, 4.201], [2.999, 0.844, 5.577], [3.127, -0.394, 6.191], [3.096, -1.552, 5.426], [2.909, -1.475, 4.052], [4.204, -2.574, 0.938], [6.494, -2.924, 0.093], [7.851, -0.993, -0.652], [6.919, 1.293, -0.521], [4.639, 1.648, 0.368], [2.729, 1.891, 3.724], [3.033, 1.750, 6.170], [3.242, -0.457, 7.266], [3.202, -2.520, 5.899], [2.860, -2.382, 3.461]]
}

=====

{
  "formula": "C4H12",
  "method": "ωB97M-V/def2-TZVPD",
  "orbital_gap_ev": 12.72,
  "homo_ev": -11.5800,
  "smiles": "CC.CC",
  "elements": ["C", "C", "H", "H", "H", "H", "H", "H", "C", "C", "H", "H", "H", "H", "H", "H"],
  "positions_angstrom": [[-1.502, -0.073, 2.449], [-1.512, -0.134, 0.907], [-1.785, -1.032, 2.868], [-0.526, 0.252, 2.805], [-2.206, 0.698, 2.763], [-1.036, 0.729, 0.446], [-2.563, -0.088, 0.619], [-1.065, -1.042, 0.521], [1.367, -0.507, -1.185], [1.656, 0.675, -2.144], [0.333, -0.456, -0.865], [1.523, -1.410, -1.771], [1.988, -0.469, -0.293], [2.704, 0.648, -2.458], [1.563, 1.619, -1.614], [1.062, 0.590, -3.049]]
}

=====

{
  "formula": "C26H32N11NaO2PS3",
  "method": "ωB97M-V/def2-TZVPD",
  "orbital_gap_ev": 6.76,
  "total_charge": -1,
  "homo_ev": -4.6758,
  "elements": ["Na", "N", "C", "S", "N", "N", "C", "C", "C", "C", "C", "C", "N", "H", "H", "H", "H", "H", "H", "H", "O", "C", "C", "C", "C", "C", "C", "C", "O", "N", "N", "C", "S", "C", "C", "S", "H", "H", "H", "H", "H", "H", "H", "H", "H", "N", "C", "C", "N", "C", "H", "H", "H", "H", "C", "N", "C", "N", "C", "N", "C", "P", "C", "C", "H", "H", "H", "H", "H", "H", "H", "H", "H", "H", "H", "H"],
  "positions_angstrom": [[0.029, -0.882, 0.079], [3.648, -3.573, -1.639], [2.525, -2.823, -1.405], [2.762, -1.260, -0.724], [1.406, -3.439, -1.745], [0.292, -2.712, -1.491], [-0.814, -3.233, -1.860], [-2.083, -2.520, -1.681], [-3.282, -3.175, -1.967], [-4.477, -2.500, -1.810], [-4.451, -1.185, -1.378], [-3.218, -0.605, -1.114], [-2.063, -1.247, -1.261], [4.521, -3.078, -1.650], [3.533, -4.367, -2.247], [-0.835, -4.215, -2.334], [-3.259, -4.205, -2.297], [-5.417, -2.994, -2.019], [-5.360, -0.616, -1.239], [-3.143, 0.421, -0.773], [-3.405, -2.745, 2.636], [-2.977, -2.523, 3.888], [-3.738, -3.026, 4.948], [-3.342, -2.815, 6.253], [-2.181, -2.100, 6.534], [-1.427, -1.600, 5.487], [-1.801, -1.798, 4.160], [-0.986, -1.249, 3.029], [-1.361, -1.512, 1.843], [0.061, -0.522, 3.376], [0.672, 0.035, 2.272], [1.777, 0.601, 2.515], [2.602, 0.530, 4.081], [4.069, 1.455, 3.520], [4.209, 1.296, 2.014], [2.577, 1.596, 1.297], [-2.711, -2.309, 2.054], [-4.637, -3.580, 4.711], [-3.943, -3.212, 7.063], [-1.871, -1.938, 7.558], [-0.519, -1.042, 5.670], [4.935, 1.046, 4.042], [3.962, 2.508, 3.783], [4.521, 0.288, 1.740], [4.907, 2.021, 1.597], [-0.584, 2.788, 1.830], [-1.610, 2.218, 2.538], [-2.542, 1.876, 1.605], [-2.110, 2.217, 0.344], [-0.922, 2.746, 0.517], [0.330, 3.018, 2.184], [-1.554, 2.054, 3.599], [-3.484, 1.378, 1.766], [-0.258, 3.093, -0.262], [0.529, 3.475, -3.313], [1.088, 2.633, -2.259], [2.542, 2.600, -2.405], [2.996, 2.180, -3.727], [2.373, 3.036, -4.728], [0.913, 3.078, -4.667], [0.337, 1.771, -5.013], [0.859, 0.361, -3.906], [0.534, 1.274, -2.314], [2.676, 0.765, -3.956], [0.880, 4.499, -3.153], [-0.561, 3.463, -3.234], [2.952, 1.915, -1.659], [2.922, 3.608, -2.216], [2.675, 2.697, -5.722], [2.743, 4.055, -4.580], [0.612, 1.530, -6.045], [-0.754, 1.851, -4.986], [1.014, 0.685, -1.529], [-0.542, 1.310, -2.116], [3.079, 0.463, -4.927], [3.163, 0.164, -3.184]]
}

=====

{
  "formula": "C4H8N3O2PS",
  "method": "ωB97M-V/def2-TZVPD",
  "spin_multiplicity": 3,
  "orbital_gap_ev": [6.62, 4.88],
  "homo_ev": [-6.0390, -9.0662],
  "elements": ["C", "C", "C", "C", "N", "N", "N", "O", "O", "P", "S", "H", "H", "H", "H", "H", "H", "H", "H"],
  "positions_angstrom": [[2.762, -1.292, -0.931], [2.091, -1.406, 1.048], [-0.138, 1.563, 1.385], [-1.540, -0.464, -2.153], [3.195, -1.466, 0.336], [1.462, -1.129, -1.025], [1.045, -1.212, 0.243], [-0.978, 0.416, 1.540], [-1.245, 0.153, -0.902], [-1.126, -0.684, 0.429], [-2.353, -2.126, 0.750], [3.414, -1.282, -1.780], [2.021, -1.502, 2.111], [0.774, 1.414, 1.965], [-0.689, 2.417, 1.777], [0.115, 1.728, 0.339], [-2.423, 0.031, -2.565], [-1.739, -1.529, -2.026], [-0.681, -0.327, -2.813]]
}

=====

{
  "formula": "C19H17N3O4",
  "method": "ωB97M-V/def2-TZVPD",
  "orbital_gap_ev": 8.50,
  "homo_ev": -8.9456,
  "smiles": "C=CCNC(=O)/C(=C/c1cccc([N+](=O)[O-])c1)NC(=O)c1ccccc1",
  "elements": ["C", "C", "C", "N", "C", "O", "C", "C", "C", "C", "C", "C", "C", "N", "O", "O", "C", "N", "C", "O", "C", "C", "C", "C", "C", "C", "H", "H", "H", "H", "H", "H", "H", "H", "H", "H", "H", "H", "H", "H", "H", "H", "H"],
  "positions_angstrom": [[5.944, 0.212, 1.313], [5.151, 0.215, 0.259], [4.500, -1.011, -0.307], [3.057, -0.877, -0.294], [2.239, -1.831, 0.209], [2.636, -2.871, 0.692], [0.782, -1.486, 0.125], [-0.109, -2.484, 0.028], [-1.557, -2.370, -0.048], [-2.283, -3.289, -0.809], [-3.658, -3.188, -0.936], [-4.345, -2.171, -0.299], [-3.628, -1.273, 0.483], [-4.318, -0.196, 1.144], [-3.647, 0.628, 1.733], [-5.528, -0.167, 1.069], [-2.253, -1.370, 0.624], [0.473, -0.116, 0.108], [-0.408, 0.487, -0.753], [-0.992, -0.121, -1.624], [-0.602, 1.941, -0.507], [-1.860, 2.468, -0.791], [-2.127, 3.804, -0.563], [-1.133, 4.632, -0.067], [0.128, 4.122, 0.193], [0.396, 2.782, -0.021], [6.400, 1.113, 1.687], [6.177, -0.698, 1.839], [4.925, 1.139, -0.260], [4.738, -1.894, 0.289], [4.846, -1.172, -1.337], [2.659, -0.105, -0.806], [0.302, -3.483, -0.037], [-1.754, -4.077, -1.324], [-4.196, -3.900, -1.543], [-5.414, -2.057, -0.396], [-1.747, -0.666, 1.266], [0.966, 0.464, 0.772], [-2.617, 1.808, -1.185], [-3.108, 4.200, -0.772], [-1.338, 5.677, 0.111], [0.908, 4.771, 0.564], [1.395, 2.411, 0.169]]
}

=====

{
  "formula": "CH8NO2",
  "method": "ωB97M-V/def2-TZVPD",
  "orbital_gap_ev": 11.06,
  "total_charge": 1,
  "homo_ev": -15.8554,
  "elements": ["C", "N", "H", "H", "H", "H", "H", "H", "O", "H", "H", "O"],
  "positions_angstrom": [[-1.043, -0.434, -0.384], [-0.469, 0.499, -1.021], [-1.876, -0.938, -0.851], [-0.762, -0.738, 0.610], [0.353, 0.985, -0.667], [-0.703, 0.691, -1.996], [0.426, 1.757, 2.119], [-0.642, 2.642, 1.430], [0.102, 2.053, 1.263], [1.425, -2.880, -0.710], [1.560, -2.167, 0.657], [1.094, -2.143, -0.184]]
}

=====

{
  "formula": "C5H10N3",
  "method": "ωB97M-V/def2-TZVPD",
  "orbital_gap_ev": 10.08,
  "total_charge": 1,
  "homo_ev": -13.7355,
  "smiles": "C1=N[C@]12CNC[NH2+]C2",
  "elements": ["C", "N", "C", "C", "N", "C", "N", "C", "H", "H", "H", "H", "H", "H", "H", "H", "H", "H"],
  "positions_angstrom": [[-0.649, 2.601, -0.082], [0.592, 2.894, 0.023], [0.154, 1.454, -0.071], [0.531, 0.591, -1.422], [-0.044, -0.768, -1.391], [0.241, -1.451, -0.227], [-0.336, -0.686, 0.927], [0.157, 0.649, 1.197], [-1.585, 3.017, -0.031], [0.182, 1.048, -2.454], [1.635, 0.404, -1.334], [-1.006, -0.682, -1.629], [-0.026, -2.457, -0.077], [1.227, -1.452, -0.110], [-0.248, -1.195, 1.792], [-1.366, -0.571, 0.671], [1.133, 0.756, 1.698], [-0.407, 1.132, 1.930]]
}